Record 1
C5H4N4O | ωB97M-V/def2-TZVPD

Values from the calculation:
**Total charge**: 0
**SMILES**: O=c1[nH]cnc2c1N=NC2
**Relative energy (zero: lowest compared OMol25 entry of this formula, charge and spin)**: 21.36 kcal per mole

```
14
Properties=species:S:1:pos:R:3:lowdin_charge:R:1
O 0.634 0.178 -2.711 0.062
C 0.207 -0.095 -1.602 -0.434
N -0.913 -0.890 -1.566 0.147
C -1.577 -1.145 -0.332 -0.085
N -1.098 -0.678 0.807 0.102
C 0.058 0.076 0.794 -0.216
C 0.706 0.418 -0.346 -0.163
N 1.803 1.261 -0.160 0.109
N 1.900 1.459 1.114 0.029
C 0.774 0.811 1.868 -0.107
H -1.243 -1.281 -2.451 0.165
H -2.475 -1.760 -0.335 0.124
H 1.111 0.084 2.590 0.124
H 0.112 1.562 2.329 0.142
```

***

Record 2
C2H4N2O6 | ωB97M-V/def2-TZVPD

Values from the calculation:
**Total charge**: 0
**Relative energy (zero: lowest compared OMol25 entry of this formula, charge and spin)**: 21.56 kcal per mole

```
14
Properties=species:S:1:pos:R:3:lowdin_charge:R:1
C -0.700 0.630 -0.533 -0.123
C 0.824 -0.285 0.696 -0.106
N -1.759 -0.385 -0.385 -0.400
N 1.983 0.080 -0.131 -0.446
O -1.555 -1.513 -0.757 0.084
O 2.445 1.153 0.108 0.103
O -2.700 0.026 0.232 0.114
O 2.368 -0.746 -0.897 0.118
O -1.015 1.908 -0.196 0.056
O 0.559 -1.619 0.891 0.039
H -0.156 0.513 -1.556 0.185
H 0.817 0.297 1.727 0.192
H -1.324 1.926 0.711 0.115
H 0.214 -1.986 0.090 0.069
```

***

Record 3
C38H84BIN3O12S | ωB97M-V/def2-TZVPD

Values from the calculation:
**Total charge**: +1
**Calculated total energy**: -3285.66078 a.u.

```
140
Properties=species:S:1:pos:R:3:lowdin_charge:R:1
C -5.384 1.604 0.562 0.076
C -4.365 2.200 0.838 -0.111
C -2.983 2.851 1.266 -0.177
C -1.937 2.285 0.186 -0.341
O -2.166 2.929 -1.044 -0.084
C -1.114 3.624 -1.724 -0.190
C -1.738 3.675 -3.224 -0.057
C -2.637 2.389 -3.562 -0.219
N -2.967 2.546 -5.027 -0.029
B -1.349 5.215 -1.377 -0.538
O -2.076 5.725 -0.279 0.076
O -0.942 6.229 -2.323 -0.008
C -0.483 7.417 -1.620 -0.219
C 0.452 8.266 -2.594 -0.056
C 0.385 3.066 -1.606 -0.124
C 0.994 2.569 -3.018 -0.178
O 0.288 1.687 -3.871 -0.223
C 1.133 1.353 -4.988 -0.233
C 0.167 1.264 -6.269 -0.059
C 1.450 4.281 -1.502 -0.183
O 1.712 4.878 -0.261 -0.261
C 2.753 5.849 -0.423 -0.243
C 2.699 6.930 0.763 -0.059
N 0.561 2.018 -0.499 -0.108
C 0.021 0.697 -1.100 -0.366
S 1.168 -0.512 -1.823 0.959
C 1.677 -1.796 -0.602 -0.468
C 3.072 -2.397 -1.143 -0.142
C 1.875 1.769 0.108 -0.059
C 3.290 1.862 -0.539 -0.399
O 4.016 2.800 -0.243 0.111
O 3.932 0.924 -1.374 0.027
C -0.413 2.240 0.668 -0.522
I -0.252 4.025 1.929 1.320
C -0.334 1.161 1.862 -0.289
N 0.494 1.575 3.053 -0.114
H -6.127 0.783 0.403 0.055
H -3.161 3.952 1.202 0.089
H -2.816 2.481 2.309 0.097
H -2.309 1.207 0.087 0.141
H -1.000 3.929 -4.024 0.130
H -2.527 4.500 -3.311 0.138
H -3.633 2.413 -3.031 0.123
H -2.090 1.416 -3.480 0.100
H -3.606 1.797 -5.321 0.074
H -3.383 3.463 -5.206 0.067
H -2.827 6.253 -0.622 0.137
H -1.349 8.075 -1.301 0.129
H 0.093 7.158 -0.672 0.113
H 1.511 7.882 -2.522 0.057
H 0.087 8.087 -3.647 0.087
H 0.439 9.373 -2.341 0.089
H 2.048 2.144 -2.891 0.123
H 1.183 3.478 -3.692 0.156
H 1.965 2.086 -5.188 0.126
H 1.604 0.331 -4.886 0.115
H 0.478 0.441 -6.968 0.076
H 0.105 2.278 -6.768 0.083
H -0.875 1.032 -5.889 0.065
H 1.250 5.068 -2.307 0.148
H 2.486 3.957 -1.884 0.136
H 3.799 5.414 -0.386 0.127
H 2.679 6.435 -1.390 0.107
H 3.372 6.518 1.581 0.084
H 1.659 7.088 1.155 0.069
H 3.198 7.868 0.383 0.085
H -0.562 0.046 -0.393 0.086
H -0.791 0.901 -1.870 0.112
H 1.847 -1.425 0.447 0.074
H 0.942 -2.646 -0.594 0.068
H 2.993 -3.486 -1.418 0.084
H 3.927 -2.203 -0.442 0.055
H 3.334 -1.860 -2.114 0.056
H 1.999 2.392 1.056 0.135
H 1.931 0.718 0.560 0.135
H 4.345 1.481 -2.069 0.133
H -1.347 0.905 2.305 0.124
H 0.109 0.161 1.583 0.103
H 1.218 0.865 3.221 0.078
H -0.113 1.501 3.884 0.083
C 6.351 -2.221 3.508 -0.054
C 5.134 -2.992 3.025 -0.495
C 5.457 -3.823 1.794 -0.062
O 4.081 -2.073 2.716 -0.074
H 6.704 -1.527 2.738 0.084
H 6.102 -1.620 4.385 0.071
H 7.169 -2.896 3.768 0.087
H 4.772 -3.644 3.823 0.126
H 5.777 -3.181 0.967 0.075
H 4.569 -4.361 1.452 0.081
H 6.247 -4.547 1.999 0.086
H 4.394 -1.493 2.011 0.072
C 3.969 -1.248 7.683 -0.060
C 2.676 -1.849 7.154 -0.493
C 2.894 -3.259 6.630 -0.055
O 2.164 -1.027 6.103 -0.066
H 4.721 -1.182 6.889 0.071
H 3.800 -0.232 8.044 0.081
H 4.377 -1.847 8.500 0.083
H 1.926 -1.863 7.948 0.139
H 3.608 -3.259 5.801 0.060
H 1.960 -3.673 6.243 0.083
H 3.270 -3.919 7.415 0.084
H 2.822 -1.009 5.395 0.073
C -2.905 -2.175 0.387 -0.033
C -1.595 -2.373 1.131 -0.477
C -1.371 -3.835 1.476 -0.048
O -1.608 -1.597 2.330 -0.064
H -3.753 -2.491 1.000 0.077
H -3.060 -1.116 0.154 0.064
H -2.917 -2.744 -0.545 0.071
H -0.766 -2.009 0.519 0.092
H -2.164 -4.209 2.125 0.064
H -0.430 -3.961 2.020 0.084
H -1.339 -4.452 0.574 0.084
H -2.337 -1.909 2.882 0.102
C -4.677 -7.064 0.404 -0.056
C -4.326 -6.427 1.739 -0.485
C -5.409 -6.680 2.776 -0.059
O -4.155 -5.019 1.564 -0.089
H -5.605 -6.644 0.004 0.085
H -3.895 -6.864 -0.333 0.068
H -4.797 -8.145 0.502 0.085
H -3.374 -6.826 2.098 0.142
H -6.363 -6.248 2.456 0.083
H -5.150 -6.208 3.726 0.081
H -5.551 -7.750 2.945 0.084
H -4.992 -4.655 1.247 0.091
C -2.875 -6.069 -3.665 -0.060
C -3.001 -4.739 -2.940 -0.506
C -3.603 -3.672 -3.841 -0.060
O -1.711 -4.315 -2.497 -0.072
H -2.217 -5.978 -4.535 0.083
H -2.431 -6.823 -3.010 0.079
H -3.850 -6.429 -4.002 0.084
H -3.624 -4.863 -2.050 0.126
H -2.970 -3.499 -4.717 0.083
H -3.677 -2.719 -3.311 0.072
H -4.599 -3.960 -4.183 0.084
H -1.150 -4.202 -3.275 0.087
```

***

Record 4
AgClH12O6 | ωB97M-V/def2-TZVPD

Values from the calculation:
**Multiplicity**: 2
**Total charge**: +1
**Relative energy (zero: lowest compared OMol25 entry of this formula, charge and spin)**: 0.00 kcal per mole

```
20
Properties=species:S:1:pos:R:3:lowdin_spin:R:1
Ag -19.847 -4.979 -6.860 0.345
Cl -20.037 -6.819 -5.094 0.591
O -19.447 -3.641 -4.831 0.013
H -18.835 -2.899 -4.800 0.000
H -19.612 -3.881 -3.913 0.000
O -17.423 -5.515 -6.667 0.009
H -16.775 -5.892 -7.269 0.000
H -16.918 -4.973 -6.054 0.000
O -22.058 -4.443 -6.246 0.014
H -22.719 -4.935 -5.748 0.000
H -22.389 -3.542 -6.308 0.000
O -20.864 -4.339 -8.999 0.003
H -21.743 -3.970 -9.135 0.000
H -20.398 -4.212 -9.832 0.000
O -19.886 -6.905 -8.208 0.021
H -20.429 -6.964 -8.999 0.001
H -19.538 -7.786 -8.040 0.000
O -18.839 -2.834 -7.611 0.003
H -19.285 -1.982 -7.624 0.000
H -17.961 -2.655 -7.262 0.000
```

***

Record 5
C41H112O15 | ωB97M-V/def2-TZVPD

Values from the calculation:
**Total charge**: 0
**Relative energy (zero: lowest compared OMol25 entry of this formula, charge and spin)**: 148.27 kcal per mole

```
168
Properties=species:S:1:pos:R:3:lowdin_charge:R:1
C -1.876 5.831 -5.847 -0.072
C -1.512 4.587 -4.955 -0.295
O -0.926 3.563 -5.795 -0.088
H -1.157 5.917 -6.662 0.067
H -2.108 6.722 -5.263 0.068
H -2.754 5.565 -6.436 0.061
H -2.408 4.242 -4.439 0.082
H -0.915 4.852 -4.082 0.091
H -0.593 2.851 -5.244 0.028
C -6.061 -4.224 1.428 -0.069
C -5.492 -2.932 0.753 -0.314
O -6.410 -2.359 -0.143 -0.076
H -5.333 -4.982 1.715 0.067
H -6.746 -4.676 0.711 0.067
H -6.809 -3.949 2.171 0.066
H -4.613 -3.234 0.184 0.093
H -5.277 -2.208 1.539 0.089
H -6.331 -1.404 -0.193 0.066
C -0.051 -0.793 -1.361 -0.079
C 0.870 -0.141 -0.350 -0.321
O 0.062 0.235 0.728 -0.095
H -0.312 0.098 -1.932 0.067
H -0.908 -1.244 -0.861 0.078
H 0.413 -1.524 -2.023 0.054
H 1.374 0.697 -0.832 0.114
H 1.530 -0.954 -0.047 0.097
H -0.408 1.020 0.437 0.021
C 2.779 -2.984 2.381 -0.066
C 4.027 -3.548 1.738 -0.373
O 4.686 -4.480 2.472 -0.053
H 2.982 -2.695 3.412 0.056
H 2.049 -3.795 2.383 0.065
H 2.373 -2.129 1.840 0.063
H 4.740 -2.774 1.454 0.111
H 3.863 -4.076 0.798 0.104
H 5.627 -4.291 2.461 0.084
C -0.488 -4.288 -0.153 -0.062
C -0.271 -5.776 -0.009 -0.538
C -0.610 -6.197 1.442 -0.031
O -1.171 -6.359 -0.846 -0.029
H -0.405 -3.905 -1.170 0.061
H 0.197 -3.605 0.350 0.069
H -1.554 -4.200 0.054 0.081
H 0.704 -6.044 -0.417 0.120
H -1.628 -5.987 1.771 0.081
H 0.188 -5.916 2.130 0.071
H -0.550 -7.283 1.369 0.074
H -0.650 -6.730 -1.561 0.099
C -1.766 4.504 0.112 -0.025
C -2.426 3.168 -0.273 -0.475
C -2.370 2.987 -1.774 -0.035
O -1.755 2.133 0.361 -0.060
H -2.247 5.308 -0.444 0.084
H -0.690 4.473 -0.063 0.068
H -2.031 4.708 1.149 0.061
H -3.445 3.166 0.114 0.130
H -2.325 1.966 -2.153 0.059
H -1.495 3.474 -2.204 0.067
H -3.210 3.570 -2.151 0.087
H -2.428 1.552 0.723 0.076
C 7.452 4.032 -2.048 -0.052
C 6.063 3.614 -1.688 -0.584
C 5.152 3.375 -2.802 -0.075
O 6.113 2.412 -1.051 -0.031
H 7.898 3.339 -2.761 0.080
H 8.185 3.981 -1.243 0.080
H 7.590 4.968 -2.590 0.079
H 5.575 4.359 -1.058 0.137
H 5.042 4.244 -3.451 0.084
H 4.188 3.021 -2.437 0.079
H 5.444 2.577 -3.484 0.088
H 5.432 2.436 -0.375 0.048
C 4.733 -4.213 -3.876 -0.065
C 4.172 -5.166 -2.859 -0.467
C 2.641 -5.046 -2.680 -0.055
O 4.434 -6.517 -3.250 -0.062
H 4.314 -4.390 -4.867 0.079
H 5.816 -4.308 -3.956 0.083
H 4.457 -3.178 -3.675 0.080
H 4.712 -5.085 -1.916 0.133
H 2.207 -4.143 -2.251 0.064
H 2.195 -5.780 -2.009 0.056
H 2.095 -5.114 -3.621 0.079
H 3.873 -6.852 -3.953 0.084
C 7.034 -1.542 5.282 -0.073
C 6.269 -1.561 3.978 -0.477
C 4.882 -0.923 4.062 -0.042
O 7.130 -0.914 3.017 -0.052
H 7.304 -0.580 5.717 0.081
H 7.862 -2.246 5.198 0.083
H 6.400 -1.899 6.094 0.075
H 6.303 -2.627 3.755 0.118
H 4.931 0.126 4.353 0.078
H 4.265 -1.566 4.691 0.082
H 4.482 -0.978 3.050 0.063
H 6.956 0.026 3.104 0.080
C 2.836 2.480 3.056 -0.052
C 2.778 2.379 1.542 -0.411
C 1.617 3.253 0.823 -0.024
O 4.059 2.643 0.980 -0.070
H 2.062 1.906 3.564 0.081
H 2.735 3.521 3.364 0.074
H 3.793 2.117 3.429 0.066
H 2.676 1.318 1.314 0.117
H 1.640 4.317 1.060 0.072
H 0.624 2.844 1.005 0.039
H 1.779 3.287 -0.254 0.067
H 4.523 3.321 1.476 0.097
C -2.426 5.064 4.369 -0.057
C -1.396 4.173 5.079 -0.448
C -0.110 4.052 4.223 -0.067
O -0.862 4.610 6.334 -0.055
H -2.725 4.679 3.393 0.060
H -2.248 6.138 4.415 0.080
H -3.374 5.136 4.901 0.071
H -1.816 3.178 5.228 0.131
H 0.792 3.681 4.710 0.063
H 0.153 5.049 3.870 0.081
H -0.369 3.404 3.386 0.067
H -0.743 5.561 6.272 0.082
C -0.927 -1.773 3.717 -0.040
C -2.387 -1.162 3.592 -0.460
C -3.248 -1.194 4.920 -0.021
O -2.168 0.164 3.288 -0.064
H -0.415 -1.673 2.760 0.058
H -1.032 -2.847 3.868 0.075
H -0.310 -1.325 4.496 0.085
H -2.818 -1.757 2.787 0.123
H -4.253 -0.954 4.574 0.057
H -2.830 -0.514 5.662 0.081
H -3.231 -2.195 5.351 0.072
H -1.263 0.176 2.970 0.068
C -5.489 2.001 3.550 -0.041
C -5.664 1.215 2.294 -0.494
C -6.664 1.931 1.407 -0.060
O -4.477 1.154 1.516 -0.066
H -4.690 2.731 3.419 0.087
H -5.341 1.335 4.400 0.075
H -6.423 2.521 3.762 0.082
H -5.951 0.185 2.508 0.130
H -6.349 2.943 1.149 0.086
H -7.680 1.920 1.802 0.084
H -6.798 1.536 0.400 0.068
H -3.841 0.810 2.147 0.045
C -3.654 -2.269 -3.108 -0.044
C -4.264 -0.924 -2.727 -0.468
C -3.865 0.159 -3.698 -0.060
O -5.651 -1.069 -2.984 -0.068
H -2.568 -2.192 -3.049 0.066
H -3.891 -2.790 -4.035 0.088
H -3.896 -3.057 -2.395 0.068
H -4.196 -0.698 -1.663 0.133
H -2.879 0.603 -3.561 0.049
H -4.493 1.023 -3.477 0.082
H -3.907 -0.246 -4.708 0.091
H -6.090 -0.217 -2.921 0.080
C -0.521 0.082 -7.195 -0.042
C -0.660 -0.226 -5.679 -0.426
C 0.241 -1.449 -5.334 -0.052
O -0.187 0.955 -4.993 -0.081
H -0.878 -0.794 -7.737 0.079
H 0.545 0.113 -7.421 0.079
H -1.092 0.970 -7.466 0.083
H -1.664 -0.492 -5.348 0.110
H 1.210 -1.319 -5.816 0.070
H -0.063 -2.392 -5.787 0.080
H 0.454 -1.582 -4.273 0.052
H 0.672 1.091 -5.398 0.088
```

***

Record 6
C23H27AsN7O2PdS | ωB97M-V/def2-TZVPD

Values from the calculation:
**Multiplicity**: 5
**Total charge**: +3
**Calculated total energy**: -4187.18783 a.u.

```
62
Properties=species:S:1:pos:R:3:lowdin_spin:R:1
Pd -0.193 0.134 -0.247 1.361
O 0.831 -1.338 1.487 0.232
N 2.019 -1.387 1.654 0.062
N 2.717 -0.531 0.757 0.211
O 2.096 0.143 -0.106 0.295
C 4.107 -0.448 0.929 0.036
C 4.802 0.521 0.193 0.055
C 6.166 0.616 0.351 0.008
C 6.830 -0.245 1.226 0.100
C 6.131 -1.206 1.949 -0.005
C 4.762 -1.322 1.813 0.075
H 4.267 1.181 -0.474 0.003
H 6.725 1.359 -0.200 -0.001
H 7.903 -0.165 1.343 0.004
H 6.657 -1.870 2.620 -0.002
H 4.218 -2.069 2.368 0.002
N -3.254 -3.150 -0.593 -0.005
C -2.422 -3.886 -1.414 0.118
C -2.575 -5.088 -2.052 0.014
C -1.469 -5.513 -2.789 0.255
C -0.243 -4.762 -2.874 0.051
C -0.099 -3.572 -2.243 0.064
C -1.218 -3.093 -1.495 0.156
N -1.350 -1.978 -0.777 0.132
C -2.596 -2.035 -0.229 0.112
C -3.074 -1.000 0.638 0.017
C -4.209 -0.985 1.411 0.079
S -4.269 0.434 2.323 0.039
C -2.778 0.935 1.644 0.020
N -2.267 0.111 0.781 0.064
H -4.198 -3.397 -0.333 -0.001
H -3.475 -5.685 -1.999 -0.002
H -1.525 -6.458 -3.316 0.010
H 0.568 -5.185 -3.452 0.000
H 0.817 -3.000 -2.278 0.001
H -4.985 -1.731 1.494 0.003
H -2.324 1.881 1.903 0.001
C -1.161 1.439 -3.734 0.034
As 0.317 0.784 -2.672 0.182
C 1.148 -0.543 -3.805 0.044
C 1.614 2.213 -2.693 0.028
H -0.961 1.239 -4.786 0.005
H -1.254 2.515 -3.597 0.000
H -2.090 0.954 -3.444 0.001
H 1.565 -0.021 -4.666 0.008
H 0.406 -1.260 -4.152 0.000
H 1.952 -1.051 -3.276 0.000
H 1.589 2.681 -3.677 0.006
H 2.601 1.791 -2.516 0.000
H 1.383 2.950 -1.929 0.000
C 1.461 2.280 2.230 0.000
C 0.556 2.873 1.210 0.007
N -0.120 2.243 0.258 0.107
C -0.838 3.209 -0.432 0.006
C -0.571 4.426 0.095 0.003
N 0.306 4.194 1.128 0.003
H 1.277 1.213 2.309 0.000
H 1.289 2.723 3.210 0.000
H 2.508 2.441 1.968 0.000
H -1.500 2.959 -1.244 0.000
H -0.920 5.413 -0.154 0.001
H 0.699 4.897 1.736 0.001
```

***

Record 7
C3H7N3S | ωB97M-V/def2-TZVPD

Values from the calculation:
**Total charge**: 0
**SMILES**: [H]/N=C(/N)NC(C)=S
**Relative energy (zero: lowest compared OMol25 entry of this formula, charge and spin)**: 40.86 kcal per mole

```
14
Properties=species:S:1:pos:R:3:lowdin_charge:R:1
H -2.280 -0.088 -0.229 -0.066
N -2.197 -0.254 0.779 0.118
C -0.919 -0.347 1.001 -0.404
N -0.484 -0.162 2.540 0.001
N 0.185 -0.184 0.125 0.035
C 0.187 0.179 -1.150 -0.783
C 1.568 0.374 -1.798 -0.124
S -1.157 0.299 -2.209 0.633
H -1.391 0.102 3.169 0.126
H -0.165 -1.109 2.931 0.068
H 0.957 -0.210 0.774 0.136
H 1.640 -0.293 -2.695 0.080
H 1.644 1.525 -2.097 0.124
H 2.412 0.168 -1.141 0.056
```

***

Record 8
CH8N3O | ωB97M-V/def2-TZVPD

Values from the calculation:
**Total charge**: +1
**Relative energy (zero: lowest compared OMol25 entry of this formula, charge and spin)**: 69.01 kcal per mole

```
13
Properties=species:S:1:pos:R:3:lowdin_charge:R:1
C -1.292 0.048 0.031 -0.205
N -2.499 -0.377 0.068 0.241
N -0.681 1.180 0.002 0.226
N 2.348 -0.185 -0.080 0.032
O -0.090 -1.326 0.063 -0.049
H -2.665 -1.377 0.098 0.160
H -3.297 0.249 0.066 0.162
H -1.175 2.067 0.009 0.158
H 0.335 1.193 -0.019 0.119
H 2.729 -0.016 0.846 0.066
H 2.757 0.509 -0.701 0.063
H 2.737 -1.078 -0.378 0.069
H 0.794 -0.887 -0.007 -0.040
```

***

Record 9
H10O5 | ωB97M-V/def2-TZVPD

Values from the calculation:
**Total charge**: 0
**SMILES**: O.O.O.O.O
**Relative energy (zero: lowest compared OMol25 entry of this formula, charge and spin)**: 36.43 kcal per mole

```
15
Properties=species:S:1:pos:R:3:lowdin_charge:R:1
O -2.208 -3.617 -1.322 -0.053
H -1.589 -2.935 -1.620 0.012
H -2.981 -3.056 -1.334 0.029
O -1.090 -0.160 -1.726 -0.050
H -1.122 -0.309 -2.679 0.043
H -0.823 0.767 -1.707 0.014
O -0.099 3.006 -0.626 -0.050
H -0.872 2.892 -1.188 0.024
H -0.017 3.962 -0.543 0.039
O 2.452 1.719 4.333 -0.056
H 2.642 2.637 4.531 0.028
H 2.523 1.210 5.143 0.028
O 1.391 -1.924 -0.533 -0.054
H 0.932 -1.604 0.244 0.034
H 0.861 -2.589 -0.972 0.015
```